19
Properties=species:S:1:pos:R:3 method="wB97M-V/def2-TZVPD" gap_ev="7.925 / 6.758" e_tot_ev=-15196.9356 mol_weight_g_mol=116.24 homo_energy_ev="-7.789 / -6.685"
C -1.319 2.128 -2.388
C -1.018 0.854 -2.235
C 0.667 1.293 1.793
C -0.053 -0.090 1.660
N 1.898 -1.335 -0.261
N -0.595 -2.734 0.099
Si 0.140 -1.196 0.109
H -1.855 2.465 -3.222
H -0.925 3.004 -1.828
H -1.284 0.101 -3.116
H 1.663 1.206 1.766
H 0.432 1.888 1.011
H 0.329 1.757 2.644
H -1.187 0.144 1.740
H 0.171 -0.744 2.511
H 2.363 -0.378 -0.226
H 2.473 -2.064 0.250
H -1.594 -2.745 0.054
H -0.305 -3.554 -0.361